Density functional theory data (ωB97M-V/def2-TZVPD) for a structure of composition C21H36I2N4O4P2PdS2 at a distorted geometry.

Its energy relative to the best compared isomer or geometry (same formula, charge and spin) is 0.926 eV. The total charge is 0. Its spin multiplicity is 3. The largest force on an atom comes out at 1.4 eV/A.

Structure (XYZ):
```
72
Properties=species:S:1:pos:R:3:lowdin_spin:R:1
I 4.2798 4.7580 0.0816 0.00
I -1.5530 4.7281 -1.4174 0.00
Pd -1.1614 -0.4457 -0.4308 1.29
S -2.4759 -0.1013 -2.5282 0.21
S -3.4010 -0.5514 0.6827 0.21
P -0.3566 -3.4814 -0.6035 0.00
P -3.8324 0.2961 -1.1038 0.02
O -4.0184 1.8535 -1.1113 0.00
O -5.3035 -0.2024 -1.5415 0.01
O -0.5107 -2.4688 0.4829 0.04
O -1.1644 1.7634 -0.5319 0.12
N 0.9983 0.3341 0.2647 0.04
N -1.5390 -4.6783 -0.6073 0.00
N -0.4485 -2.8538 -2.1467 0.00
N 1.1365 -4.1985 -0.4868 0.00
C 1.5671 -5.1578 -1.4888 0.00
C 1.1510 1.6545 0.0073 0.00
C -0.0340 2.3530 -0.4302 0.01
C 1.3579 4.3732 -0.5622 0.00
C 2.4690 3.6919 -0.1307 0.00
C -5.5949 2.1969 0.7762 0.00
C -5.7373 -1.5834 -1.5256 0.00
C -7.2178 -1.5591 -1.1944 0.00
C 0.6954 -2.0256 -2.5409 0.01
C -6.1846 2.8307 -1.6044 0.00
C 2.0278 -0.3660 0.6788 0.01
C 1.8490 -4.2726 0.7778 0.00
C -1.0408 -3.5608 -3.2749 0.00
C -2.8980 -4.1241 -0.5618 0.00
C 3.4939 1.5132 0.5624 0.00
C 3.3075 0.1854 0.8316 0.00
C 2.4040 2.3130 0.1534 0.00
C -5.0827 2.6842 -0.5686 0.00
C 0.1435 3.7138 -0.7221 0.01
C -1.3423 -5.7338 0.3870 0.00
C -5.4699 -2.2602 -2.8619 0.00
H -6.3078 2.9168 1.1790 0.00
H -5.7526 3.1118 -2.5652 0.00
H 1.2276 -1.6721 -1.6599 0.00
H 4.4722 1.9649 0.6555 0.00
H -4.7693 2.0874 1.4778 0.00
H 1.5324 -6.1854 -1.1091 0.00
H -1.5702 -5.3993 1.4061 0.00
H 0.9219 -5.0983 -2.3631 0.00
H -2.0020 -6.5688 0.1460 0.00
H 0.3584 -1.1677 -3.1249 0.00
H -2.9961 -3.3221 -1.2942 0.00
H 1.4162 5.4300 -0.7842 0.00
H -3.1433 -3.7160 0.4237 0.00
H -4.4106 -2.2195 -3.1033 0.00
H 2.5962 -4.9477 -1.7921 0.00
H 1.3995 -2.6023 -3.1523 0.00
H -0.2725 -4.0168 -3.9099 0.00
H -7.7648 -1.0057 -1.9594 0.00
H -4.5902 3.6480 -0.4341 0.00
H -1.6032 -2.8501 -3.8861 0.00
H -0.3146 -6.0899 0.3546 0.00
H -6.7223 1.8916 -1.7248 0.00
H 4.1266 -0.4392 1.1607 0.00
H -3.6085 -4.9167 -0.8065 0.00
H -5.2010 -2.0992 -0.7249 0.00
H -7.6032 -2.5780 -1.1504 0.00
H -7.3841 -1.0788 -0.2298 0.00
H -6.8812 3.6083 -1.2889 0.00
H -5.7928 -3.3019 -2.8172 0.00
H 2.8935 -3.9816 0.6333 0.00
H 1.8365 -1.4095 0.8970 0.00
H 1.8394 -5.2881 1.1911 0.00
H -6.0219 -1.7522 -3.6548 0.00
H 1.3826 -3.6029 1.4961 0.00
H -1.7108 -4.3372 -2.9180 0.00
H -6.0937 1.2337 0.6670 0.00
```